Version one
Density functional theory data (ωB97M-V with the def2-TZVPD basis set) for a cluster of 3 separate species, C4H14NO in total.

## Properties
gap between HOMO and LUMO (spin up / spin down): 0.3563 / 0.2288 Ha
LUMO level (spin up / spin down): 0.67 / -2.54 eV
HOMO (spin up / spin down): -9.03 / -8.76 eV

Geometry as ORCA input:
```
! RIJCOSX wB97M-V def2-TZVPD def2/J DEFGRID3
* xyz 0 2
C -2.2265 -1.2046 0.9758
C -1.7072 -0.7497 2.3501
N 2.1308 1.0511 -0.2642
C 2.2580 0.6304 -1.6530
C 1.1060 -0.3227 -2.0022
H -1.4142 -1.4348 0.2607
H -2.7798 -0.3074 0.7021
H -2.9098 -2.0784 1.0417
H -1.2094 0.2041 2.1009
H -2.5225 -0.3826 3.0094
H -1.1110 -1.5261 2.8457
H 2.7904 1.7771 0.0239
H 3.2336 0.1084 -1.7465
H 2.2173 1.4875 -2.3476
H 0.0989 0.1915 -1.8116
H 1.2121 -0.5643 -3.0618
H 1.0956 -1.1872 -1.3000
H 1.1534 1.2972 -0.0168
H -0.9179 1.9124 0.6127
O -0.4977 1.0982 0.2809
*
```

***

Version two
Density functional theory data (ωB97M-V with the def2-TZVPD basis set) for a cluster of 2 separate species, C4H14NO in total.

## Properties
gap between HOMO and LUMO (spin up / spin down): 0.1426 / 0.4572 Ha
LUMO level (spin up / spin down): 0.87 / 0.65 eV
HOMO (spin up / spin down): -3.01 / -11.79 eV

Geometry as ORCA input:
```
! RIJCOSX wB97M-V def2-TZVPD def2/J DEFGRID3
* xyz 0 2
C -0.3001 -0.5923 1.7087
C 0.1708 -0.2718 0.3204
C 0.1436 -1.5023 -0.5672
C 0.6814 -1.3055 -1.9407
N -0.8059 0.8191 -0.2965
H 0.4193 -1.2954 2.1640
H -1.1153 -1.3262 1.7224
H -0.3653 0.2573 2.4000
H 1.0628 0.3604 0.2941
H 0.5076 -2.4158 -0.0625
H -0.9094 -1.8435 -0.6626
H 0.8652 -2.1959 -2.5375
H 0.2349 -0.4994 -2.5172
H 1.7339 -0.9155 -1.8301
H -0.9419 1.5136 0.5243
H -0.2074 1.3310 -1.0191
H -1.6141 0.3999 -0.7648
H 0.1281 3.6078 0.3597
H 0.1202 3.0896 1.8144
O 0.1916 2.7848 0.8901
*
```

***

Least stable structure: version two

***

Version one
Density functional theory data (ωB97M-V with the def2-TZVPD basis set) for a cluster of 3 separate species, CH6N4S in total.

## Properties
gap between HOMO and LUMO: 0.2756 Ha
LUMO level: -0.75 eV
HOMO: -8.25 eV

Geometry as ORCA input:
```
! RIJCOSX wB97M-V def2-TZVPD def2/J DEFGRID3
* xyz 0 1
C -1.1458 0.0682 -0.1581
H 1.6054 -0.8821 -0.1518
H 0.9520 -1.8773 1.2941
H -0.9089 -1.9188 -0.6650
H -1.1468 1.9129 0.0692
H 1.3120 0.5745 -1.0448
H 1.4146 1.9107 1.1020
N 0.8543 -1.5153 0.1412
N -0.4119 -1.0851 -0.4143
N -0.5085 1.1910 0.0644
N 0.8228 1.6267 -0.2488
S -2.8392 -0.0054 0.0119
*
```

***

Version two
Density functional theory data (ωB97M-V with the def2-TZVPD basis set) for an isolated molecule of CH6N4S.

## Properties
gap between HOMO and LUMO: 0.3376 Ha
SMILES string: NNC(=S)NN
LUMO level: 0.70 eV
HOMO: -8.49 eV

Geometry as ORCA input:
```
! RIJCOSX wB97M-V def2-TZVPD def2/J DEFGRID3
* xyz 0 1
N -0.8676 -1.5356 0.2358
N 0.3795 -1.1432 -0.3259
C 1.0750 -0.0131 0.0225
S 2.7228 -0.0221 -0.0085
N 0.3309 1.1024 0.4530
N -0.7822 1.5091 -0.2865
H -1.5875 -1.0081 -0.2538
H -0.8212 -1.3062 1.2342
H 0.9570 -1.8981 -0.5844
H 0.9168 1.8841 0.7075
H -0.6899 1.3516 -1.2748
H -1.6337 1.0792 0.0808
*
```

***

Least stable structure: version one

***

Version one
Density functional theory data (ωB97M-V with the def2-TZVPD basis set) for a cluster of 2 separate species, H9N3Si2 in total.

## Properties
gap between HOMO and LUMO: 0.2957 Ha
LUMO level: 0.34 eV
HOMO: -7.71 eV

Geometry as ORCA input:
```
! RIJCOSX wB97M-V def2-TZVPD def2/J DEFGRID3
* xyz 0 1
N 1.4629 -0.1853 1.4069
N -1.1337 -0.9275 1.2197
N 0.4849 -1.7198 -1.8510
Si -0.4768 2.0020 -0.3612
Si 0.1031 -0.0916 0.3635
H 1.6376 -1.0550 1.8865
H 2.3321 0.2250 1.1103
H -0.8783 -1.7491 1.7434
H -2.0120 -1.0868 0.7562
H -0.4951 -1.8767 -2.0931
H 0.8281 -1.0248 -2.5137
H -1.5355 1.9029 -1.3700
H -0.9844 2.9053 0.6799
H 0.6672 2.6814 -0.9774
*
```

***

Version two
Density functional theory data (ωB97M-V with the def2-TZVPD basis set) for a cluster of 2 separate species, H9N3Si2 in total.

## Properties
gap between HOMO and LUMO: 0.3199 Ha
LUMO level: 0.02 eV
HOMO: -8.68 eV

Geometry as ORCA input:
```
! RIJCOSX wB97M-V def2-TZVPD def2/J DEFGRID3
* xyz 0 1
N 0.1281 -1.1896 0.9868
N 1.9117 -0.0833 -0.7817
N -1.9993 1.6062 -0.1623
Si 1.8373 -1.0442 0.7217
Si -1.9218 1.2821 -1.8612
H -0.3138 -1.6091 1.7501
H -0.4134 -0.4392 0.7400
H 1.1478 0.5492 -0.8010
H 2.1504 -0.5015 -1.7113
H -2.8601 1.2571 0.3855
H -1.2635 2.0006 0.3323
H 2.6630 -0.3688 1.6467
H 2.4099 -2.4203 0.7721
H -3.4762 0.9607 -2.0179
*
```

***

Least stable structure: version one

***

Version one
Density functional theory data (ωB97M-V with the def2-TZVPD basis set) for a cluster of 2 separate species, C5H10N in total.

## Properties
gap between HOMO and LUMO (spin up / spin down): 0.2298 / 0.2707 Ha
LUMO level (spin up / spin down): -3.41 / -6.62 eV
HOMO (spin up / spin down): -9.67 / -13.99 eV

Geometry as ORCA input:
```
! RIJCOSX wB97M-V def2-TZVPD def2/J DEFGRID3
* xyz 1 3
C -0.8501 -1.1933 -1.0554
C -0.2242 -0.4893 -0.2247
C -1.6233 -0.5423 0.2437
C -2.5794 0.5312 0.0775
C 1.5445 0.5559 -0.1382
N 2.4536 -0.3387 0.7006
H -1.2182 -1.8025 -1.7989
H -1.7678 -1.1275 1.1565
H -3.1803 0.7667 1.0736
H -3.2290 0.2043 -0.7276
H -2.0547 1.4883 -0.0527
H 1.1939 1.4205 0.3516
H 2.0081 0.7058 -1.0345
H 2.1623 -0.4950 1.6914
H 3.3416 0.1888 0.9481
H 2.3960 -1.3237 0.3014
*
```

***

Version two
Density functional theory data (ωB97M-V with the def2-TZVPD basis set) for the ion C5H10N with charge +1.

## Properties
gap between HOMO and LUMO (spin up / spin down): 0.2212 / 0.2545 Ha
LUMO level (spin up / spin down): -3.34 / -9.27 eV
HOMO (spin up / spin down): -9.36 / -16.20 eV

Geometry as ORCA input:
```
! RIJCOSX wB97M-V def2-TZVPD def2/J DEFGRID3
* xyz 1 3
C -0.0626 1.2925 -0.1932
C -1.2514 -0.8254 -0.5332
C 0.7128 0.2092 0.5393
C -0.7058 -0.5786 0.8221
C 1.7892 -0.5257 -0.1752
N -1.3375 0.5128 -0.0890
H -0.1340 2.1330 0.5139
H 0.1214 1.7024 -1.2724
H -0.6639 -1.0990 -1.4860
H -2.2211 -1.3232 -0.4594
H 0.9835 0.7264 1.4468
H -1.1175 -1.0193 1.7259
H 1.4610 -1.3728 -0.7725
H 2.5969 -0.7925 0.4871
H 2.1436 0.2129 -0.8823
H -2.3145 0.7471 0.3280
*
```

***

Least stable structure: version two